{"formula": "C18H48BF10NO20S2Tl", "method": "wB97M-V/def2-TZVPD", "multiplicity": 2, "lumo_ev": [-0.28, -6.17], "gap_ev": [9.2, 3.3], "total_energy_ev": -116093.65480, "species": ["Tl", "B", "F", "F", "F", "F", "C", "F", "F", "F", "S", "O", "O", "N", "S", "O", "O", "C", "F", "F", "F", "C", "C", "O", "O", "H", "H", "H", "H", "H", "H", "C", "C", "O", "O", "H", "H", "H", "H", "H", "H", "C", "C", "O", "O", "H", "H", "H", "H", "H", "H", "C", "C", "O", "O", "H", "H", "H", "H", "H", "H", "C", "C", "O", "O", "H", "H", "H", "H", "H", "H", "C", "C", "O", "O", "H", "H", "H", "H", "H", "H", "C", "C", "O", "O", "H", "H", "H", "H", "H", "H", "C", "C", "O", "O", "H", "H", "H", "H", "H", "H"], "coordinates": [[-7.3372, 2.4309, 19.3699], [-8.8769, 5.5564, 17.0214], [-7.6255, 6.0830, 17.1310], [-9.6870, 6.0966, 18.0043], [-9.3470, 5.8011, 15.7512], [-8.7537, 4.2046, 17.4138], [-6.9068, 6.8611, 21.8607], [-7.9242, 7.2754, 21.1005], [-6.0320, 7.8222, 21.9912], [-7.2282, 6.3709, 22.9785], [-5.9166, 5.4861, 20.9318], [-6.5674, 5.2695, 19.6352], [-4.5371, 5.9748, 20.9473], [-6.2904, 4.0006, 21.6520], [-5.3190, 3.8382, 22.8748], [-4.2031, 2.9954, 22.4437], [-4.9834, 5.0256, 23.7208], [-6.4549, 2.7282, 24.1241], [-6.8597, 1.6018, 23.4128], [-5.7810, 2.4242, 25.2738], [-7.5989, 3.4230, 24.4091], [-1.0014, 2.9189, 21.4775], [0.0564, 3.7067, 20.7383], [1.1903, 3.7464, 21.5815], [-0.4661, 1.6260, 21.9064], [-1.9405, 2.8614, 20.9272], [-1.2859, 3.3590, 22.4333], [-0.2415, 4.7114, 20.4383], [0.2922, 3.3126, 19.7498], [0.9266, 4.2197, 22.3741], [0.2885, 1.8937, 22.4360], [-4.5775, 3.6339, 16.8042], [-3.8275, 3.5518, 18.1587], [-4.0776, 2.4637, 19.0587], [-6.0160, 3.6273, 17.0836], [-4.2116, 2.7840, 16.2281], [-4.3156, 4.5206, 16.2269], [-4.0306, 4.4365, 18.7622], [-2.7469, 3.6019, 18.0252], [-3.2999, 1.9128, 19.1738], [-6.3998, 4.0067, 16.2897], [-10.3315, 4.2070, 21.2781], [-9.7408, 3.1200, 22.2709], [-9.4422, 1.8907, 21.6879], [-9.2032, 4.6096, 20.3600], [-10.7701, 5.1042, 21.7147], [-11.0849, 3.6340, 20.7375], [-10.1848, 2.9576, 23.2531], [-8.8591, 3.6621, 22.6128], [-9.6899, 1.3149, 22.4150], [-9.4555, 5.5011, 20.1087], [-3.8491, -0.2261, 23.3440], [-2.9636, -0.0328, 24.5657], [-2.8549, -1.0698, 25.5071], [-3.5876, -1.3605, 22.7026], [-3.6164, 0.4716, 22.5395], [-4.9157, -0.0960, 23.5276], [-3.5604, 0.6862, 25.1270], [-2.0050, 0.3591, 24.2259], [-2.4776, -1.8295, 25.0575], [-2.7304, -1.2135, 22.2961], [-10.4761, 2.3574, 27.0445], [-11.6144, 1.4804, 26.4211], [-12.3951, 2.2010, 25.3611], [-10.9729, 3.4694, 27.8842], [-9.6487, 2.5854, 26.3725], [-9.9629, 1.6459, 27.6914], [-12.3360, 1.0784, 27.1322], [-11.2446, 0.6885, 25.7697], [-11.8939, 3.0176, 25.3020], [-11.5586, 3.0460, 28.5161], [-6.4017, -0.3410, 27.2685], [-4.9940, -0.6311, 27.9264], [-4.5908, -1.8564, 27.4187], [-6.4954, -0.4078, 25.8230], [-6.5941, 0.7007, 27.5252], [-7.1275, -1.0476, 27.6712], [-5.1977, -0.6293, 28.9972], [-4.3345, 0.1742, 27.6029], [-3.7390, -1.7011, 27.0039], [-5.6076, -0.2944, 25.4757], [-5.3468, 10.4179, 18.3122], [-6.3671, 9.3990, 17.7976], [-5.9054, 8.1592, 18.2895], [-4.3573, 10.5358, 17.2874], [-4.9585, 10.1422, 19.2927], [-5.7561, 11.4059, 18.5232], [-6.4398, 9.2624, 16.7186], [-7.3411, 9.5922, 18.2473], [-6.6061, 7.5186, 18.1475], [-4.1065, 9.6775, 16.9380], [-7.7204, 6.8106, 26.8563], [-7.5780, 5.4771, 27.5879], [-8.7342, 5.2358, 28.3156], [-8.4806, 6.7896, 25.6449], [-6.6972, 7.0412, 26.5600], [-8.0690, 7.6187, 27.4993], [-6.7878, 5.5151, 28.3377], [-7.4523, 4.5949, 26.9602], [-9.4721, 5.1509, 27.7073], [-8.9274, 7.6378, 25.5950]], "forces_ev_per_angstrom": [[-0.29, 0.69, -0.70], [-0.47, -0.24, 0.50], [2.02, 1.11, -0.02], [-1.01, 1.02, 0.67], [-0.39, -0.52, -0.28], [-0.02, -1.45, -0.59], [1.03, 0.09, -2.60], [0.59, -0.58, 0.81], [-0.02, 0.59, 0.16], [-1.66, -0.46, 2.38], [0.27, 2.51, -5.65], [1.16, 0.32, 1.90], [-2.04, -1.77, 0.67], [0.00, 0.80, 0.57], [2.51, -0.83, 6.16], [-1.39, 0.99, 0.03], [-1.19, -2.68, -2.53], [-0.82, -0.36, -0.90], [1.15, 1.82, 1.59], [-1.17, 0.51, -2.34], [2.01, -0.82, 0.10], [0.01, -0.65, 0.65], [-0.36, 0.34, 0.00], [0.63, -0.05, -0.32], [-0.96, 0.57, -1.00], [0.13, -0.66, -0.18], [0.00, 0.88, -0.11], [-0.50, 0.33, 0.55], [0.46, -0.81, 0.36], [0.09, 0.25, 0.09], [0.37, -0.21, -0.03], [-0.36, -0.95, 1.69], [0.65, 1.33, 0.44], [-0.97, -0.33, -0.45], [1.99, -0.52, -0.55], [-0.60, -0.37, -0.31], [0.16, 0.25, 0.45], [-0.36, 0.23, -0.27], [0.09, -0.02, -0.60], [-0.01, 0.03, -0.28], [-0.76, 0.18, 0.19], [1.27, -1.97, -0.55], [0.63, 3.49, 0.40], [-0.16, -0.27, -0.06], [-1.80, -1.01, 2.29], [0.15, -0.28, 0.39], [-0.16, 0.49, -0.55], [-1.20, 0.24, -0.33], [0.76, -0.28, -0.32], [0.22, -0.89, -0.53], [0.27, 0.16, -0.95], [-0.19, 2.26, 0.12], [-1.36, 1.63, 0.35], [0.40, -0.60, -0.65], [0.63, -4.35, -1.41], [-0.04, 1.65, 0.91], [-0.10, -0.47, 0.29], [0.75, 0.89, 0.14], [0.22, 0.02, 0.32], [0.01, -0.37, -0.04], [0.10, -0.54, -0.33], [-1.29, -1.45, 1.49], [-0.23, 1.46, -2.29], [0.86, -0.02, 1.51], [0.77, -1.14, -1.91], [-0.61, 1.02, -0.37], [0.05, -0.11, 0.45], [0.22, 0.19, 0.23], [0.72, -0.49, 0.93], [-0.41, 0.43, -0.32], [-0.10, 0.10, 0.16], [0.91, 0.58, -0.08], [-2.49, 0.26, -1.86], [0.66, -0.72, 0.63], [0.30, -0.18, 0.95], [-0.65, 0.04, 0.43], [-0.08, 0.21, -0.03], [0.44, 0.03, 0.19], [0.31, 0.12, 0.36], [0.06, -0.24, -0.28], [0.15, -0.21, -0.06], [-0.28, -0.16, -1.52], [-0.12, -0.19, 1.57], [0.31, -0.72, 0.60], [0.57, 0.97, 0.52], [0.27, -0.69, -0.11], [-0.16, 0.16, -0.71], [-0.05, 0.99, -0.14], [-0.33, 0.21, -0.25], [-0.10, -0.59, -0.29], [-0.19, -0.23, 0.34], [1.91, -0.09, -0.70], [-1.16, 0.49, -0.05], [-1.08, -0.29, 1.11], [-0.42, -0.50, 0.43], [0.31, 0.44, -0.03], [-0.07, -0.35, 0.35], [0.28, 0.22, -0.32], [0.70, 0.30, -0.68], [-0.26, -0.17, 0.09], [-0.12, -0.08, -0.13]], "lowdin_spin": [0.0166, 0.0001, 0.0001, 0.0001, 0.0000, 0.0011, 0.0162, 0.0087, 0.0090, 0.0030, 0.0292, 0.0177, -0.0010, 0.5394, -0.0176, 0.2230, 0.1288, 0.0013, 0.0000, 0.0023, -0.0010, 0.0002, 0.0001, 0.0000, 0.0001, -0.0002, 0.0003, 0.0000, 0.0000, 0.0000, 0.0000, 0.0000, -0.0001, -0.0006, 0.0014, 0.0000, 0.0000, 0.0000, 0.0000, 0.0000, 0.0000, 0.0016, 0.0054, 0.0043, 0.0067, 0.0000, 0.0008, 0.0002, 0.0021, 0.0000, 0.0002, -0.0001, 0.0001, 0.0000, 0.0001, -0.0002, 0.0000, 0.0001, 0.0000, 0.0000, 0.0000, 0.0000, 0.0000, 0.0000, 0.0000, 0.0000, 0.0000, 0.0000, 0.0000, 0.0000, 0.0000, 0.0000, 0.0000, 0.0000, 0.0001, 0.0000, 0.0000, 0.0000, 0.0000, 0.0000, 0.0000, 0.0000, 0.0000, 0.0005, 0.0000, 0.0000, 0.0000, 0.0000, 0.0000, 0.0000, 0.0000, 0.0000, 0.0000, 0.0000, 0.0000, 0.0000, 0.0000, 0.0000, 0.0000, 0.0000, 0.0000]}